Below is a single C5H13NS molecule in a non-equilibrium geometry, with properties calculated with the ωB97M-V functional and the def2-TZVPD basis.

- gap between HOMO and LUMO (Ha) = 0.348
- energy relative to the best compared isomer or geometry (same formula, charge and spin) (kJ/mol) = 61.88
- energy (eV) = -17720.6094
- SMILES = CN[C@@H](C)CCS

Last column: natural (NBO) charge in e.
CARTESIAN COORDINATES (ANGSTROEM)
S 0.528 -2.348 -1.640  -0.07
N -1.010 1.542 0.936  -0.66
C 0.348 -0.568 0.469  -0.42
C -0.214 -0.791 -0.924  -0.49
C 1.023 1.139 2.192  -0.62
C -1.499 2.360 -0.139  -0.40
C 0.278 0.918 0.887  -0.03
H -1.296 1.793 1.867  0.37
H -2.313 2.954 0.280  0.20
H -0.103 -1.223 1.223  0.21
H -1.841 1.781 -0.997  0.18
H 1.135 2.219 2.347  0.21
H -1.295 -0.873 -0.820  0.22
H 0.633 0.595 3.054  0.21
H 0.024 -0.005 -1.634  0.21
H 1.413 -0.807 0.550  0.20
H -0.734 3.099 -0.440  0.17
H 2.073 0.846 2.107  0.21
H -0.541 -2.659 -2.405  0.12
H 0.931 1.385 0.118  0.17

=====

Below is a gas-phase ion, C5H13NS (charge +1) in a non-equilibrium geometry, with properties calculated with the ωB97M-V functional and the def2-TZVPD basis.

- spin multiplicity = 2
- ⟨S²⟩ = 0.7571
- gap between HOMO and LUMO (alpha / beta) (Ha) = 0.412 / 0.154
- net charge = +1
- energy relative to the best compared isomer or geometry (same formula, charge and spin) (kJ/mol) = 133.81
- energy (eV) = -17711.4092

Last column: Löwdin spin population.
CARTESIAN COORDINATES (ANGSTROEM)
S -3.230 -0.992 -0.295  0.30
N 0.374 0.359 -0.028  0.40
C -0.788 -1.687 0.886  0.04
C -2.092 -0.847 0.985  0.06
C 0.199 -1.102 -0.118  0.06
C 1.701 0.787 -0.491  0.05
C 1.872 2.277 -0.584  0.00
H 1.526 2.772 0.325  0.00
H -0.332 -1.860 1.855  0.00
H -2.735 -1.189 1.821  0.01
H -2.788 0.126 -0.882  0.01
H -0.048 -1.329 -1.168  0.02
H -1.894 0.229 1.103  0.01
H 1.841 0.250 -1.433  0.02
H 2.852 2.733 -0.670  0.00
H 1.179 -1.523 0.082  0.00
H 2.485 0.404 0.190  0.00
H -1.165 -2.705 0.654  0.00
H -0.265 0.661 -0.763  0.01
H 1.309 2.635 -1.468  0.00

=====

Below is a gas-phase ion, C5H13NS2 (charge +1) in a non-equilibrium geometry, with properties calculated with the ωB97M-V functional and the def2-TZVPD basis.

- spin multiplicity = 2
- ⟨S²⟩ = 0.7544
- gap between HOMO and LUMO (alpha / beta) (Ha) = 0.349 / 0.170
- net charge = +1
- energy relative to the best compared isomer or geometry (same formula, charge and spin) (kJ/mol) = 49.68
- energy (eV) = -28547.6486

Last column: Löwdin spin population.
CARTESIAN COORDINATES (ANGSTROEM)
S 0.752 0.771 -2.511  0.02
S 2.430 1.852 -2.152  0.00
N -0.800 -0.623 1.241  0.65
C -0.535 1.691 -1.598  0.01
C -0.550 1.366 -0.131  0.06
C -1.355 0.053 0.086  0.08
C 1.238 -1.909 1.739  0.03
C -0.143 -1.923 1.090  0.07
H 2.359 2.560 -3.284  0.00
H -1.473 -0.657 2.011  0.02
H 1.767 -2.807 1.601  0.00
H 1.174 -1.751 2.810  0.00
H -0.007 -2.116 0.028  0.00
H -1.254 -0.598 -0.777  0.01
H -1.448 1.593 -2.212  0.00
H -0.785 -2.758 1.416  0.02
H -2.380 0.255 0.327  0.01
H 0.460 1.223 0.231  0.00
H -0.331 2.728 -1.824  0.00
H 1.920 -1.108 1.449  0.00
H -1.039 2.158 0.461  0.00

=====

Below is 2 unconnected molecules or ions with the total composition C5H13NSi in a non-equilibrium geometry, with properties calculated with the ωB97M-V functional and the def2-TZVPD basis.

- gap between HOMO and LUMO (alpha / beta) (Ha) = 0.348 / 0.238
- energy relative to the best compared isomer or geometry (same formula, charge and spin) (kJ/mol) = 486.33
- energy (eV) = -14759.0197

Last column: natural (NBO) charge in e.
CARTESIAN COORDINATES (ANGSTROEM)
Si 1.604 0.033 -0.446  1.44
N 0.096 0.556 -0.023  -0.95
C -3.480 0.934 0.639  -0.31
C -2.297 -0.943 -0.128  -0.27
C 2.000 -1.864 0.135  -1.03
C -3.170 0.124 -0.355  -0.33
C 2.822 1.392 0.356  -1.05
H 3.665 1.008 1.079  0.25
H 3.020 -2.110 -0.127  0.23
H 3.246 1.862 -0.530  0.23
H 1.446 -2.547 -0.431  0.22
H -3.148 0.456 -1.361  0.21
H -4.227 1.827 0.484  0.19
H -1.979 -1.515 -1.076  0.18
H 2.140 2.083 0.836  0.23
H -0.475 1.136 -0.635  0.36
H 1.854 -0.079 -1.980  -0.23
H 1.699 -2.040 1.174  0.23
H -1.778 -1.166 0.720  0.19
H -3.039 0.853 1.670  0.20

=====

Below is a single C5H13NSi molecule in a non-equilibrium geometry, with properties calculated with the ωB97M-V functional and the def2-TZVPD basis.

- gap between HOMO and LUMO (Ha) = 0.367
- energy relative to the best compared isomer or geometry (same formula, charge and spin) (kJ/mol) = 161.31
- energy (eV) = -14762.3883
- SMILES = C=CCN[SiH](C)C

Last column: natural (NBO) charge in e.
CARTESIAN COORDINATES (ANGSTROEM)
Si 1.325 -0.312 0.362  1.56
N -0.278 -0.673 0.802  -1.04
C -2.108 0.040 -0.565  -0.18
C -3.074 -0.874 -0.714  -0.40
C 1.954 -0.205 -1.442  -1.13
C -1.399 0.212 0.749  -0.25
C 1.843 1.262 1.192  -1.11
H 2.348 2.012 0.657  0.23
H 2.039 -1.350 1.151  -0.22
H 1.058 1.672 1.730  0.23
H 2.480 0.883 1.876  0.24
H 1.414 -0.973 -2.040  0.23
H -3.528 -0.975 -1.668  0.19
H -2.192 0.162 1.445  0.20
H -1.926 0.620 -1.465  0.20
H -0.925 1.115 0.846  0.20
H -3.425 -1.544 0.001  0.18
H 3.024 -0.235 -1.724  0.25
H -0.235 -1.662 0.653  0.39
H 1.603 0.825 -1.846  0.23

=====

Below is a molecular structure, C5H13O2 in a non-equilibrium geometry, with properties calculated with the ωB97M-V functional and the def2-TZVPD basis.

- gap between HOMO and LUMO (Ha) = 0.263
- net charge = -1
- energy relative to the best compared isomer or geometry (same formula, charge and spin) (kJ/mol) = 82.41
- energy (eV) = -9490.4738

Last column: natural (NBO) charge in e.
CARTESIAN COORDINATES (ANGSTROEM)
O -1.952 -1.299 3.243  -1.12
O -2.099 -1.052 0.797  -0.91
C 0.330 2.017 -1.233  -0.62
C -0.298 -0.430 -0.707  -0.42
C 0.695 0.735 -0.428  -0.22
C 2.096 0.214 -0.733  -0.61
C -0.704 -1.231 0.572  -0.06
H 0.614 1.036 0.612  0.20
H 2.342 -0.721 -0.218  0.21
H 0.663 2.147 -2.260  0.19
H 2.942 0.904 -0.711  0.19
H 0.076 -1.035 -1.534  0.17
H -2.688 -1.918 3.334  0.42
H 0.672 2.934 -0.735  0.19
H -2.064 -1.118 2.095  0.49
H -0.539 -2.296 0.390  0.13
H -1.228 0.022 -1.061  0.21
H 2.055 -0.185 -1.759  0.19
H -0.746 2.031 -1.066  0.22
H -0.166 -0.758 1.401  0.15

=====

Below is 2 unconnected molecules or ions with the total composition C5H13O2 in a non-equilibrium geometry, with properties calculated with the ωB97M-V functional and the def2-TZVPD basis.

- gap between HOMO and LUMO (Ha) = 0.245
- net charge = -1
- energy relative to the best compared isomer or geometry (same formula, charge and spin) (kJ/mol) = 78.85
- energy (eV) = -9490.5107

Last column: natural (NBO) charge in e.
CARTESIAN COORDINATES (ANGSTROEM)
O -2.636 -1.047 -0.196  -1.00
O -1.650 1.006 1.583  -0.98
C -0.399 1.501 1.487  0.01
C 1.268 0.028 0.171  -0.40
C 0.302 1.181 0.099  -0.44
C 1.406 -1.890 -1.599  -0.62
C 1.756 -0.448 -1.236  -0.39
H -2.595 -0.109 -0.471  0.48
H -0.364 2.629 1.566  0.06
H 0.915 -0.887 0.657  0.20
H 2.114 0.362 0.765  0.18
H 0.750 2.121 -0.264  0.17
H 2.167 -2.641 -1.390  0.19
H -0.524 1.039 -0.608  0.19
H 0.442 -2.137 -1.154  0.22
H 0.332 1.178 2.276  0.07
H -2.249 -0.855 0.689  0.51
H 2.842 -0.268 -1.281  0.18
H 1.393 0.222 -2.007  0.19
H 1.209 -1.920 -2.677  0.19

=====

Below is 2 unconnected molecules or ions with the total composition C5H13O2 in a non-equilibrium geometry, with properties calculated with the ωB97M-V functional and the def2-TZVPD basis.

- gap between HOMO and LUMO (Ha) = 0.273
- net charge = -1
- energy relative to the best compared isomer or geometry (same formula, charge and spin) (kJ/mol) = 34.84
- energy (eV) = -9490.9669

Last column: natural (NBO) charge in e.
CARTESIAN COORDINATES (ANGSTROEM)
O 1.445 -0.416 -3.545  -1.08
O 0.776 -1.107 -1.242  -0.92
C 0.254 1.110 -0.349  -0.42
C 1.247 -0.058 -0.488  -0.05
C -1.058 -1.218 1.525  -0.62
C -0.399 1.194 1.077  -0.40
C -1.530 0.206 1.253  -0.39
H 0.832 2.032 -0.453  0.18
H -0.758 2.220 1.185  0.18
H -2.205 0.202 0.395  0.19
H 1.482 -0.415 0.530  0.10
H 1.568 -1.219 -4.054  0.43
H -0.424 -1.548 0.692  0.26
H -0.454 -1.220 2.446  0.18
H -1.886 -1.912 1.617  0.18
H 0.462 1.072 1.738  0.19
H 1.162 -0.735 -2.545  0.50
H 2.216 0.341 -0.838  0.12
H -2.160 0.482 2.114  0.17
H -0.571 0.989 -1.058  0.20

=====

Below is a molecular structure, C5H13O3Pd in a non-equilibrium geometry, with properties calculated with the ωB97M-V functional and the def2-TZVPD basis.

- spin multiplicity = 3
- ⟨S²⟩ = 2.0091
- gap between HOMO and LUMO (alpha / beta) (Ha) = 0.209 / 0.278
- net charge = +1
- energy (eV) = -15003.0521

Last column: Löwdin spin population.
CARTESIAN COORDINATES (ANGSTROEM)
Pd 0.896 -0.490 1.744  1.02
O 2.549 -0.544 0.779  0.23
O 0.223 0.106 -0.399  0.22
O -2.142 1.556 -0.564  0.00
C -3.222 2.334 -0.110  0.00
C 1.334 -0.679 -0.496  0.32
C -2.126 0.263 -0.018  0.01
C 3.695 -1.344 0.462  0.05
C -1.015 -0.545 -0.637  0.02
H 2.607 0.368 1.154  0.04
H 1.992 -0.176 -1.216  0.01
H -1.013 -1.546 -0.173  0.01
H 3.389 -2.393 0.496  0.01
H -3.142 3.322 -0.578  0.00
H 3.930 -1.106 -0.580  0.01
H -4.187 1.879 -0.393  0.00
H 1.196 -1.728 -0.798  0.03
H -3.082 -0.255 -0.217  0.00
H -1.985 0.307 1.077  0.01
H -3.196 2.452 0.987  0.00
H -1.168 -0.649 -1.724  0.00
H 4.467 -1.131 1.206  0.01

=====

Below is a gas-phase ion, C5H13O5P2 (charge -1) in a non-equilibrium geometry, with properties calculated with the ωB97M-V functional and the def2-TZVPD basis.

- gap between HOMO and LUMO (Ha) = 0.263
- net charge = -1
- energy relative to the best compared isomer or geometry (same formula, charge and spin) (kJ/mol) = 0.00
- energy (eV) = -34212.8278
- SMILES = C=[P@]([O-])(OCC)P(=O)(OC)OC

Last column: natural (NBO) charge in e.
CARTESIAN COORDINATES (ANGSTROEM)
P 0.150 1.428 0.185  1.87
P -1.325 -0.197 -0.629  1.94
O 1.264 0.157 0.302  -0.87
O -0.249 1.757 1.532  -1.14
O -1.764 -1.194 0.605  -0.84
O -2.812 0.085 -1.103  -0.83
O -0.624 -0.951 -1.672  -1.15
C 2.305 -0.183 -0.591  -0.10
C 0.886 2.492 -0.992  -1.29
C 3.382 -0.957 0.139  -0.62
C -0.772 -1.805 1.466  -0.26
C -3.796 0.688 -0.260  -0.26
H -0.192 -1.045 2.157  0.20
H 3.321 -2.041 0.057  0.19
H -4.525 1.251 -0.898  0.17
H 1.834 -0.723 -1.469  0.21
H -3.378 1.362 0.585  0.20
H -0.060 -2.420 0.956  0.18
H -4.304 -0.180 0.119  0.18
H 3.261 -0.734 1.217  0.22
H 1.057 1.833 -1.870  0.22
H 4.445 -0.581 -0.307  0.19
H 2.742 0.859 -0.778  0.20
H -1.115 -2.355 2.307  0.17
H 0.268 3.457 -1.058  0.21

=====

Below is 2 unconnected molecules or ions with the total composition C5H13S in a non-equilibrium geometry, with properties calculated with the ωB97M-V functional and the def2-TZVPD basis.

- spin multiplicity = 2
- ⟨S²⟩ = 0.7509
- gap between HOMO and LUMO (alpha / beta) (Ha) = 0.076 / 0.221
- net charge = -2
- energy relative to the best compared isomer or geometry (same formula, charge and spin) (kJ/mol) = 0.00
- energy (eV) = -16227.5980

Last column: Löwdin spin population.
CARTESIAN COORDINATES (ANGSTROEM)
S 0.689 2.748 0.411  0.01
C -1.068 -0.229 0.695  0.04
C 0.598 -0.336 -1.202  0.04
C -0.858 -0.546 -0.791  0.02
C -1.297 -1.999 -1.070  0.46
C 1.899 2.245 1.660  0.00
H 0.764 -0.414 -2.281  0.02
H -1.220 -2.196 -2.145  0.11
H -0.720 -2.774 -0.562  0.11
H 2.719 2.965 1.753  0.00
H -1.573 0.078 -1.333  0.01
H 1.477 2.086 2.657  0.00
H -2.136 -0.356 0.916  0.02
H 2.367 1.281 1.408  0.00
H -2.363 -2.106 -0.835  0.11
H 1.261 -1.003 -0.650  0.02
H -0.559 -0.957 1.335  0.02
H -0.806 0.801 0.971  0.00
H 0.827 0.712 -0.938  0.00

=====

Below is 2 unconnected molecules or ions with the total composition C5H14, with properties calculated with the ωB97M-V functional and the def2-TZVPD basis.

- spin multiplicity = 2
- ⟨S²⟩ = 0.7503
- gap between HOMO and LUMO (alpha / beta) (Ha) = 0.101 / 0.440
- net charge = -1
- energy relative to the best compared isomer or geometry (same formula, charge and spin) (kJ/mol) = 12.06
- energy (eV) = -5410.3839

Last column: Löwdin spin population.
CARTESIAN COORDINATES (ANGSTROEM)
C -2.266 -0.138 1.231  0.12
C 2.294 -1.319 -0.679  0.18
C -2.237 1.345 0.803  0.06
C -0.900 2.029 0.999  0.16
C 2.551 -1.600 -2.151  0.13
H -3.020 1.900 1.341  0.01
H 3.598 -1.400 -2.411  0.01
H 2.438 -2.229 -0.086  0.02
H -2.149 -0.805 0.380  0.04
H 2.315 -2.622 -2.472  0.01
H -0.550 1.911 2.027  0.03
H 1.292 -0.923 -0.495  0.03
H -1.486 -0.330 1.967  0.03
H -0.112 1.527 0.429  0.04
H 2.967 -0.562 -0.271  0.04
H -0.881 3.090 0.746  0.02
H -2.585 1.440 -0.229  0.02
H -3.232 -0.344 1.690  0.01
H 1.963 -0.969 -2.818  0.03